Density functional theory data (ωB97M-V/def2-TZVPD) for 2 unconnected molecules or ions with the total composition CH3N2O4S at a distorted geometry.

Cartesian coordinates (Å):
C -0.392 -1.192 0.050
N -1.415 -0.911 -0.657
N 0.264 0.062 0.486
O 2.310 1.371 0.470
O 0.124 -2.257 0.510
O 2.056 -0.231 -1.449
O -1.131 1.930 0.442
S 1.544 0.326 -0.211
H -1.325 0.942 0.393
H -1.718 -1.857 -0.932
H -0.317 1.818 0.896

Summary:
Energy relative to the best compared isomer or geometry (same formula, charge and spin) in kJ/mol: 235.6
Spin multiplicity: 1
LUMO level in eV: 3.32
E_tot in eV: -23090.393
Charge: -1

Density functional theory data (ωB97M-V/def2-TZVPD) for a molecular structure, C7H8B2Cl2F16OY at a distorted geometry.

Cartesian coordinates (Å):
Y -1.579 -1.275 -4.092
B -2.285 -3.940 -4.881
F -3.207 -3.701 -5.931
F -2.722 -3.232 -3.812
F -2.312 -5.188 -4.461
F -1.062 -3.469 -5.117
B -0.536 -1.401 -1.776
F -0.446 -0.212 -2.365
F 0.105 -1.494 -0.588
F -1.913 -1.604 -1.642
F -0.109 -2.311 -2.654
C 1.403 2.927 1.764
C 0.095 3.220 0.935
C -0.340 4.687 1.069
F -0.440 4.901 2.364
F 0.434 5.614 0.641
F 0.461 2.982 -0.330
F -0.881 2.393 1.157
O 1.452 1.498 1.960
C 2.668 0.812 1.463
C 2.717 0.830 -0.092
F 3.090 2.019 -0.606
F 3.632 -0.016 -0.582
F 3.679 1.351 2.150
F 2.446 -0.394 1.920
H 1.320 3.303 2.784
H 2.315 3.348 1.342
H -1.299 4.889 0.591
H 1.818 0.462 -0.587
Cl -0.889 -4.203 2.220
C -0.457 -2.570 2.618
C -1.507 -1.520 2.189
Cl -3.096 -1.779 2.913
H 0.523 -2.391 2.175
H -0.308 -2.578 3.698
H -1.599 -1.439 1.105
H -1.172 -0.519 2.457

Summary:
Spin multiplicity: 1
LUMO level in eV: -7.89
E_tot in eV: -80359.855
Charge: +1

Density functional theory data (ωB97M-V/def2-TZVPD) for 4 unconnected molecules or ions with the total composition C37H49N5O7 at a distorted geometry.

Cartesian coordinates (Å):
C -4.973 -4.391 2.172
C -3.828 -4.606 1.180
C -2.631 -3.734 1.558
C -1.370 -4.071 0.785
C -1.432 -3.801 -0.720
C -1.923 -2.395 -1.045
C -2.021 -2.205 -2.559
C -1.843 -0.755 -3.077
C -2.094 0.363 -2.081
C -3.573 0.791 -1.883
C -3.779 2.014 -2.659
N -3.939 2.988 -3.317
C -4.612 -0.245 -2.382
C -4.948 -0.157 -3.780
N -5.203 -0.230 -4.913
C -3.925 1.138 -0.430
C -2.911 2.015 0.314
C -2.653 1.436 1.709
C -1.850 0.148 1.674
C -0.371 0.408 1.342
O 0.461 -0.326 2.224
C 1.579 0.374 2.728
H -5.374 -3.396 2.030
H -4.599 -4.448 3.185
H -5.740 -5.135 2.017
H -4.174 -4.318 0.194
H -3.504 -5.638 1.205
H -2.431 -3.898 2.612
H -2.901 -2.691 1.472
H -1.101 -5.106 0.964
H -0.570 -3.458 1.191
H -2.014 -4.548 -1.243
H -0.406 -3.830 -1.065
H -2.914 -2.265 -0.633
H -1.217 -1.720 -0.583
H -2.980 -2.579 -2.896
H -1.284 -2.828 -3.047
H -0.818 -0.657 -3.408
H -2.435 -0.626 -3.972
H -1.571 1.234 -2.447
H -1.672 0.169 -1.108
H -5.537 -0.043 -1.855
H -4.339 -1.259 -2.139
H -4.093 0.210 0.102
H -4.874 1.660 -0.437
H -1.985 2.155 -0.231
H -3.334 2.999 0.457
H -2.226 2.164 2.387
H -3.634 1.188 2.103
H -2.291 -0.559 0.988
H -1.864 -0.295 2.660
H -0.169 0.043 0.337
H -0.195 1.474 1.413
H 1.751 1.310 2.215
H 2.466 -0.234 2.577
H 1.487 0.527 3.796
C 2.240 -3.597 6.271
C 1.353 -3.408 7.323
C 0.120 -2.822 7.095
C -0.205 -2.437 5.808
C 0.664 -2.610 4.747
C 1.897 -3.195 4.987
N -1.518 -1.832 5.549
O -2.263 -1.657 6.487
O -1.771 -1.545 4.398
H 3.201 -4.059 6.452
H 1.623 -3.720 8.322
H -0.574 -2.672 7.909
H 0.391 -2.292 3.750
H 2.590 -3.339 4.169
C -0.872 5.202 -2.228
C -0.038 6.066 -1.531
C 1.278 5.710 -1.280
C 1.737 4.489 -1.737
C 0.921 3.614 -2.429
C -0.392 3.978 -2.673
N 3.134 4.113 -1.486
O 3.826 4.887 -0.861
O 3.520 3.047 -1.920
H -1.898 5.480 -2.428
H -0.411 7.019 -1.184
H 1.930 6.377 -0.737
H 1.298 2.662 -2.774
H -1.047 3.309 -3.214
C 6.879 3.750 -4.044
C 7.914 3.538 -4.946
C 8.824 2.517 -4.731
C 8.679 1.720 -3.611
C 7.658 1.920 -2.700
C 6.753 2.944 -2.921
N 9.631 0.623 -3.389
O 10.528 0.484 -4.192
O 9.464 -0.079 -2.415
H 6.167 4.546 -4.218
H 8.011 4.168 -5.819
H 9.631 2.348 -5.427
H 7.565 1.288 -1.830
H 5.947 3.113 -2.221

Summary:
Spin multiplicity: 1
LUMO level in eV: -0.77
Structure (SMILES): CCCCCCCCC[C@@](C#N)(CC#N)CCCCCOC.O=[N+]([O-])c1ccccc1.O=[N+]([O-])c1ccccc1.O=[N+]([O-])c1ccccc1
E_tot in eV: -60937.568

Density functional theory data (ωB97M-V/def2-TZVPD) for a single C18H18ClFN4O2S molecule at a distorted geometry.

Cartesian coordinates (Å):
C 3.194 -1.384 1.427
C 2.409 -0.198 0.890
H 1.660 0.128 1.626
H 3.094 0.637 0.685
O 1.771 -0.603 -0.307
C 1.032 0.304 -1.007
C 0.894 1.629 -0.616
C 0.138 2.540 -1.345
C -0.467 2.128 -2.520
C -0.334 0.812 -2.919
C 0.378 -0.134 -2.176
O 0.382 -1.392 -2.691
C 0.647 -2.512 -1.875
C -0.238 -2.611 -0.660
C -1.469 -1.977 -0.581
C -2.247 -2.073 0.562
C -1.804 -2.806 1.651
C -0.588 -3.466 1.588
C 0.166 -3.364 0.436
F 1.345 -4.028 0.377
H -0.224 -4.059 2.412
H -2.408 -2.881 2.544
H -3.203 -1.573 0.590
H -1.830 -1.400 -1.418
H 1.699 -2.538 -1.568
H 0.460 -3.367 -2.536
Cl -1.096 0.286 -4.370
H -1.061 2.807 -3.110
C -0.155 3.890 -0.750
N -1.347 3.839 0.119
N -1.292 2.784 1.010
C -0.508 2.666 2.114
N -0.616 1.496 2.653
N -1.508 0.827 1.885
C -1.937 1.575 0.839
S -3.015 1.222 -0.344
H -1.729 -0.143 2.053
H 0.119 3.449 2.487
H -2.178 3.665 -0.456
H -0.366 4.635 -1.516
H 0.681 4.238 -0.136
H 1.385 1.970 0.282
H 2.528 -2.210 1.653
H 3.718 -1.093 2.333
H 3.918 -1.716 0.687

Summary:
Energy relative to the best compared isomer or geometry (same formula, charge and spin) in kJ/mol: 0.0
Spin multiplicity: 1
LUMO level in eV: 0.65
Structure (SMILES): CCOc1cc(CNn2cn[nH]c2=S)cc(Cl)c1OCc1ccccc1F
E_tot in eV: -55087.589